Molecular formula: C3H37ClO20Pt
Method: DFT, the ωB97M-V functional and the def2-TZVPD basis

Structure (XYZ):
```
62
Properties=species:S:1:pos:R:3:forces:R:3
Pt -1.437 -0.626 -1.389 0.3 0.2 0.7
Cl 1.694 -1.568 2.735 -1.3 1.9 -2.3
O 1.891 -0.142 2.773 0.8 1.2 0.5
O 0.318 -1.718 2.312 -1.4 -0.8 0.5
O 2.454 -2.099 1.667 1.5 -1.1 -0.2
O 1.928 -2.114 3.999 0.4 -1.2 1.3
C 0.233 2.686 -0.087 -0.1 0.9 1.1
C -0.136 1.293 0.425 0.7 1.0 -1.0
C -1.549 1.280 0.834 -2.3 0.1 2.1
O -0.079 0.432 -0.663 0.5 -1.7 -2.0
H 0.181 3.339 0.801 -0.3 0.0 -0.3
H -0.509 3.071 -0.825 0.7 -0.4 0.3
H 1.276 2.800 -0.369 0.0 -0.4 -0.6
H 0.680 0.911 1.053 -0.7 0.2 0.7
H -1.857 0.367 1.378 0.3 0.2 -0.3
H -2.204 1.384 -0.047 0.3 -0.1 0.0
H -1.892 2.119 1.465 0.6 -0.2 0.0
O -2.566 -2.342 -0.011 0.5 -0.5 0.4
H -1.885 -3.026 0.351 -1.0 1.2 -0.2
H -3.044 -1.889 0.729 0.7 -0.8 -0.4
O 3.667 3.269 -3.618 -1.2 0.1 1.1
H 4.330 3.034 -4.238 0.9 -0.5 -0.8
H 3.307 2.437 -3.262 0.3 0.4 -0.3
O -0.807 -4.158 1.053 0.0 -0.2 -0.3
H -0.728 -3.554 1.802 0.2 0.1 0.3
H 0.103 -4.389 0.826 -0.2 0.2 0.0
O -0.907 -3.197 -3.581 -0.8 -0.6 0.0
H -1.242 -4.077 -3.829 0.3 0.5 0.1
H 0.016 -3.187 -3.842 0.3 0.3 -0.2
O 3.487 0.996 0.618 -0.4 -0.3 -0.3
H 4.249 1.316 1.107 -0.1 0.1 0.3
H 2.868 0.614 1.273 0.6 0.1 -0.1
O -2.151 -2.336 2.891 -0.6 -0.3 -0.4
H -1.333 -1.918 3.162 0.6 0.4 0.1
H -2.803 -2.189 3.571 -0.2 0.0 0.3
O 4.161 -0.520 -2.646 0.6 -0.1 -0.5
H 3.944 -0.579 -1.716 -0.2 0.2 0.6
H 5.128 -0.594 -2.676 -0.4 0.1 0.0
O -4.673 -3.717 -1.757 1.3 0.9 1.6
H -3.922 -3.850 -1.086 -1.5 -0.1 -1.5
H -4.827 -4.469 -2.320 0.4 -0.5 0.1
O 0.789 2.650 5.120 1.8 -1.6 0.1
H 1.481 2.319 5.759 -1.2 0.8 -0.6
H 0.978 2.005 4.392 -0.6 0.7 0.5
O 4.719 3.076 2.636 0.0 0.3 0.1
H 4.767 3.908 2.148 0.0 -0.2 0.1
H 4.219 3.291 3.434 0.1 -0.1 -0.2
O -2.951 -1.419 -2.577 -0.8 0.7 0.6
H -3.637 -1.948 -2.110 0.4 0.0 -0.3
H -2.415 -1.990 -3.116 0.4 -1.1 -0.9
O 0.347 3.671 -4.601 -0.5 0.0 0.4
H -0.113 4.031 -3.820 0.5 -0.1 -0.6
H 0.994 4.327 -4.876 0.0 0.0 0.2
O -1.748 4.289 2.778 0.4 0.0 0.3
H -2.233 5.050 2.442 0.2 0.1 0.2
H -1.062 4.612 3.394 -0.6 -0.1 -0.5
O -5.320 -1.785 1.062 -0.6 -0.3 -0.2
H -5.646 -2.692 0.916 0.3 0.5 0.0
H -6.099 -1.232 0.878 0.5 -0.2 0.1
O 2.212 -1.911 -4.424 -0.5 1.0 -1.2
H 2.694 -2.293 -3.712 0.8 -0.2 0.9
H 2.656 -1.051 -4.587 -0.4 -0.8 0.4
```
Forces are in eV/Å.

The HOMO energy (spin up / spin down) comes out at -9.3 / -9.5 eV. The expectation value of S² is 2.008. As for the multiplicity: 3. The LUMO energy (spin up / spin down) comes out at -0.256 / -1.897 eV. The calculation puts the gap between HOMO and LUMO (spin up / spin down) at 9.077 / 7.582 eV. The value obtained for the maximum force is 3.23 eV Å⁻¹. The net charge is 0.

Molecular formula: C3H3AgLiO4
Method: DFT, the ωB97M-V functional and the def2-TZVPD basis

Structure (XYZ):
```
12
Properties=species:S:1:pos:R:3:forces:R:3
O 2.609 -0.654 1.562 -2.9 -0.7 -0.8
O 0.513 0.758 -0.488 0.2 0.3 0.0
C -0.663 1.311 -0.715 0.0 -0.7 0.4
C 0.630 -0.669 -0.268 -0.4 -0.8 -0.4
O -0.738 2.520 -0.966 -0.4 0.6 -0.3
O -1.738 0.592 -0.652 -1.3 4.1 -0.9
C 0.998 -1.042 1.084 2.2 0.4 1.1
H 1.247 -1.102 -1.068 -0.1 0.4 0.4
H 0.993 -2.153 1.176 0.2 0.9 0.2
H 0.396 -0.529 1.868 0.7 -0.5 -0.4
Li -2.682 2.305 -1.194 1.0 -0.4 0.3
Ag -1.563 -1.336 -0.339 0.8 -3.6 0.5
```
Forces are in eV/Å.

The HOMO energy (spin up / spin down) comes out at -7.1 / -7.0 eV. The expectation value of S² is 0.758. As for the multiplicity: 2. The LUMO energy (spin up / spin down) comes out at -1.097 / -1.096 eV. The calculation puts the gap between HOMO and LUMO (spin up / spin down) at 6.040 / 5.859 eV. The value obtained for the maximum force is 4.43 eV Å⁻¹. The net charge is 0. For the energy relative to the best compared isomer or geometry (same formula, charge and spin), the calculation gives 364.3 kJ/mol.

Molecular formula: C3H3BaFO
Method: DFT, the ωB97M-V functional and the def2-TZVPD basis

Structure (XYZ):
```
9
Properties=species:S:1:pos:R:3:forces:R:3
H -0.554 1.440 0.956 2.9 1.2 0.5
H 0.981 0.573 1.569 -0.2 0.0 -0.3
O -0.545 -1.751 1.008 0.3 -0.3 -0.5
C 0.575 1.077 0.688 -2.9 0.0 0.2
C -0.177 0.203 -0.213 1.6 -2.6 -1.1
C -0.394 -1.234 -0.109 -1.0 0.3 -0.2
H 1.318 1.672 0.140 -0.8 0.5 0.5
F -0.206 0.620 -1.518 -0.1 0.3 -0.2
Ba -0.999 -2.600 -2.522 0.3 0.7 1.1
```
Forces are in eV/Å.

The HOMO energy (spin up / spin down) comes out at -10.2 / -10.4 eV. The expectation value of S² is 0.771. As for the multiplicity: 2. The LUMO energy (spin up / spin down) comes out at -5.099 / -5.157 eV. The calculation puts the gap between HOMO and LUMO (spin up / spin down) at 5.139 / 5.266 eV. The value obtained for the maximum force is 3.28 eV Å⁻¹. The net charge is +1.

Molecular formula: C3H3Br2Cl
Method: DFT, the ωB97M-V functional and the def2-TZVPD basis

Structure (XYZ):
```
9
Properties=species:S:1:pos:R:3:forces:R:3
C 0.646 -0.160 -0.424 0.3 -0.1 0.8
C -0.665 0.186 -1.038 0.2 -0.5 0.7
C 0.555 -0.288 1.135 -0.9 0.3 -1.1
Cl -1.161 1.796 -1.039 -0.2 0.4 -0.2
Br 0.123 1.311 2.046 0.3 -0.2 0.1
Br -0.406 -1.801 1.771 0.3 0.1 -0.1
H 0.996 -1.126 -0.789 0.0 0.1 -0.1
H 1.380 0.617 -0.644 0.1 -0.1 0.0
H -1.469 -0.536 -1.019 0.0 0.0 -0.1
```
Forces are in eV/Å.

The HOMO energy (spin up / spin down) comes out at -8.6 / -8.4 eV. The LUMO energy (spin up / spin down) comes out at -0.327 / -0.810 eV. The calculation puts the gap between HOMO and LUMO (spin up / spin down) at 8.261 / 7.631 eV. The value obtained for the maximum force is 1.48 eV Å⁻¹. The net charge is 0. For the energy relative to the best compared isomer or geometry (same formula, charge and spin), the calculation gives 208.5 kJ/mol.

Molecular formula: C3H3Br2Cl
Method: DFT, the ωB97M-V functional and the def2-TZVPD basis

Structure (XYZ):
```
9
Properties=species:S:1:pos:R:3:forces:R:3
C 0.289 -1.375 0.660 0.2 1.5 0.9
C -0.271 -0.535 -0.205 0.9 -0.7 -0.1
C 0.245 0.776 -0.510 -1.8 2.4 0.2
Cl -1.754 2.004 0.486 0.9 -0.9 -0.8
Br 1.383 1.790 0.579 0.4 -0.8 -0.2
Br 0.208 1.425 -2.318 -0.1 -0.7 1.0
H -0.121 -2.366 0.903 0.5 0.6 -0.2
H 1.056 -0.817 1.216 0.1 -1.3 0.4
H -1.036 -0.903 -0.811 -1.3 0.0 -1.1
```
Forces are in eV/Å.

The HOMO energy (spin up / spin down) comes out at -9.4 / -9.4 eV. The LUMO energy (spin up / spin down) comes out at -2.126 / -2.126 eV. The calculation puts the gap between HOMO and LUMO (spin up / spin down) at 7.312 / 7.313 eV. The value obtained for the maximum force is 2.97 eV Å⁻¹. The net charge is 0. For the energy relative to the best compared isomer or geometry (same formula, charge and spin), the calculation gives 184.4 kJ/mol.

Molecular formula: C3H3Br2Cl3
Method: DFT, the ωB97M-V functional and the def2-TZVPD basis

Structure (XYZ):
```
11
Properties=species:S:1:pos:R:3:forces:R:3
C -0.389 -0.154 -0.394 -0.1 0.7 -1.2
C 0.727 -0.709 0.439 1.5 6.9 0.2
C 2.054 0.048 0.142 -2.6 -0.9 -1.0
Cl 2.292 0.249 -1.624 0.3 -0.3 0.0
Cl 1.982 1.698 0.776 0.6 0.3 0.7
Cl 3.279 -0.998 0.826 1.1 0.0 0.4
Br -2.045 -0.849 0.205 -1.1 -0.6 0.4
Br 0.901 -2.621 0.024 0.6 -6.2 -1.3
H -0.436 -0.273 -1.538 0.9 -0.4 1.9
H -0.432 0.912 -0.257 -0.2 0.5 0.1
H 0.714 -0.636 1.530 -1.0 0.0 -0.2
```
Forces are in eV/Å.

The HOMO energy (spin up / spin down) comes out at -5.4 / -10.5 eV. The expectation value of S² is 2.005. As for the multiplicity: 3. The LUMO energy (spin up / spin down) comes out at 0.414 / -4.124 eV. The calculation puts the gap between HOMO and LUMO (spin up / spin down) at 5.777 / 6.362 eV. The value obtained for the maximum force is 7.04 eV Å⁻¹. The net charge is 0. For the energy relative to the best compared isomer or geometry (same formula, charge and spin), the calculation gives 112.3 kJ/mol.

Molecular formula: C3H3Br2F
Method: DFT, the ωB97M-V functional and the def2-TZVPD basis

Structure (XYZ):
```
9
Properties=species:S:1:pos:R:3:forces:R:3
C 0.760 -1.264 -0.689 -1.2 7.5 3.1
C 0.510 0.315 -0.062 1.4 -7.4 -3.3
Br 1.633 1.673 -0.620 -0.1 0.1 0.0
C -0.696 0.613 0.694 -0.7 1.1 -0.1
F -1.072 -0.391 1.501 0.0 -0.5 0.3
Br -2.277 0.939 -0.541 0.6 0.0 0.3
H 1.665 -1.416 -1.230 0.3 -0.1 -0.2
H 0.092 -2.011 -0.329 -0.3 -0.4 0.1
H -0.617 1.542 1.275 -0.1 -0.3 -0.2
```
Forces are in eV/Å.

The HOMO energy (spin up / spin down) comes out at -9.3 / -8.8 eV. Its structure (SMILES) is C=C(Br)[C@H](F)Br. The LUMO energy (spin up / spin down) comes out at -0.994 / -0.642 eV. The calculation puts the gap between HOMO and LUMO (spin up / spin down) at 8.305 / 8.188 eV. The value obtained for the maximum force is 8.24 eV Å⁻¹. The net charge is 0. For the energy relative to the best compared isomer or geometry (same formula, charge and spin), the calculation gives 198.1 kJ/mol.

Molecular formula: C3H3Br2F3O2
Method: DFT, the ωB97M-V functional and the def2-TZVPD basis

Structure (XYZ):
```
13
Properties=species:S:1:pos:R:3:forces:R:3
C -1.585 0.015 -1.104 -1.8 -1.3 -1.4
C 2.375 0.621 0.284 -0.2 0.8 -0.9
C -1.615 -1.035 -0.027 0.6 0.3 -3.3
O 1.731 1.342 -0.427 1.3 -0.6 0.2
O 1.818 0.116 1.343 -0.1 -1.7 2.2
F -1.590 -2.202 -0.702 -0.5 -0.9 -0.4
F -0.538 -1.073 0.716 1.4 0.5 1.6
F -2.652 -1.062 0.766 -1.7 -0.1 1.7
Br 4.301 0.267 0.002 -1.0 0.0 0.2
Br -1.529 1.727 -0.228 -2.1 0.0 0.8
H -2.571 -0.100 -1.766 2.0 0.7 1.7
H -0.323 2.001 -0.794 2.1 0.7 -0.6
H 2.176 -0.617 1.937 0.2 1.5 -1.7
```
Forces are in eV/Å.

The HOMO energy comes out at -8.1 eV. The LUMO energy comes out at 0.200 eV. The calculation puts the gap between HOMO and LUMO at 8.327 eV. The value obtained for the maximum force is 3.35 eV Å⁻¹. The net charge is 0. For the energy relative to the best compared isomer or geometry (same formula, charge and spin), the calculation gives 199.2 kJ/mol.

Q: What is the maximum force in the third record?
A: 3.28 eV Å⁻¹

Copy entry 4 word for word.
Molecular formula: C3H3Br2Cl
Method: DFT, the ωB97M-V functional and the def2-TZVPD basis

Structure (XYZ):
```
9
Properties=species:S:1:pos:R:3:forces:R:3
C 0.646 -0.160 -0.424 0.3 -0.1 0.8
C -0.665 0.186 -1.038 0.2 -0.5 0.7
C 0.555 -0.288 1.135 -0.9 0.3 -1.1
Cl -1.161 1.796 -1.039 -0.2 0.4 -0.2
Br 0.123 1.311 2.046 0.3 -0.2 0.1
Br -0.406 -1.801 1.771 0.3 0.1 -0.1
H 0.996 -1.126 -0.789 0.0 0.1 -0.1
H 1.380 0.617 -0.644 0.1 -0.1 0.0
H -1.469 -0.536 -1.019 0.0 0.0 -0.1
```
Forces are in eV/Å.

The HOMO energy (spin up / spin down) comes out at -8.6 / -8.4 eV. The LUMO energy (spin up / spin down) comes out at -0.327 / -0.810 eV. The calculation puts the gap between HOMO and LUMO (spin up / spin down) at 8.261 / 7.631 eV. The value obtained for the maximum force is 1.48 eV Å⁻¹. The net charge is 0. For the energy relative to the best compared isomer or geometry (same formula, charge and spin), the calculation gives 208.5 kJ/mol.